{
  "formula": "C2H5BrSi",
  "method": "ωB97M-V/def2-TZVPD",
  "homo_ev": -9.27,
  "relative_energy_kcal_mol": 36.49,
  "gap_ev": 9.320,
  "largest_force_ev_per_a": 3.49,
  "species": ["Br", "Si", "C", "C", "H", "H", "H", "H", "H"],
  "positions_angstrom": [[-3.581, -0.023, -0.344], [-1.491, -0.618, 0.054], [-0.039, -0.085, -0.996], [-0.108, 0.590, 0.404], [-1.283, -2.221, 1.260], [-0.266, 1.657, 0.411], [0.787, -0.764, -1.150], [-0.175, 0.573, -1.843], [0.674, 0.301, 1.091]]
}



{
  "formula": "C2H5CdF6N3O13S6",
  "method": "ωB97M-V/def2-TZVPD",
  "homo_ev": [2.96, -0.05],
  "s2": 0.752,
  "gap_ev": [3.397, 6.401],
  "charge": -3,
  "largest_force_ev_per_a": 11.87,
  "spin_multiplicity": 2,
  "species": ["Cd", "S", "S", "S", "S", "S", "S", "F", "F", "F", "F", "F", "F", "O", "O", "O", "O", "O", "O", "O", "O", "O", "O", "O", "O", "O", "N", "N", "N", "C", "C", "H", "H", "H", "H", "H"],
  "positions_angstrom": [[0.407, 0.177, 0.436], [-2.752, 0.879, 0.907], [2.913, 0.506, 2.361], [-1.587, 0.997, 2.867], [-0.772, -4.125, -2.400], [-0.104, -1.871, -2.082], [2.894, -1.715, 1.548], [1.211, -1.129, -2.685], [2.297, 1.980, 2.051], [1.674, -2.684, 1.179], [-2.541, 0.377, -0.664], [-0.109, -5.511, -2.967], [-0.212, 0.397, 3.414], [4.261, 0.643, 1.817], [0.066, -1.333, -0.716], [0.626, 1.721, -0.981], [-1.507, 2.407, 3.180], [-3.898, -0.033, 1.098], [-1.740, -3.891, -3.478], [-2.965, 2.292, 0.701], [-1.165, -1.193, -2.796], [-2.481, 0.204, 3.720], [3.126, -2.309, 2.848], [-1.239, -4.429, -1.021], [2.730, 0.528, 3.799], [3.819, -2.002, 0.485], [1.996, -0.212, 1.414], [-1.303, 0.488, 1.272], [0.458, -3.402, -2.545], [-0.154, 2.345, -1.949], [-0.765, 3.636, -1.561], [-1.670, 3.519, -0.964], [-0.843, 4.364, -2.369], [-1.023, 1.738, -2.205], [0.434, 2.519, -2.850], [-0.083, 4.122, -0.864]]
}



{
  "formula": "C2H5CdFO2",
  "method": "ωB97M-V/def2-TZVPD",
  "homo_ev": -9.81,
  "gap_ev": 10.317,
  "largest_force_ev_per_a": 4.34,
  "species": ["Cd", "F", "O", "O", "C", "C", "H", "H", "H", "H", "H"],
  "positions_angstrom": [[-1.027, 0.225, 0.264], [-2.338, 1.165, 1.051], [1.311, -0.538, 1.095], [-0.007, -1.031, -0.663], [1.817, -1.171, 2.245], [1.157, -1.382, -0.062], [2.300, -0.415, 2.879], [2.552, -1.948, 1.976], [0.996, -1.636, 2.809], [2.046, -1.178, -0.689], [1.151, -2.437, 0.284]]
}



{
  "formula": "C2H5Cl3P2",
  "method": "ωB97M-V/def2-TZVPD",
  "homo_ev": -9.43,
  "relative_energy_kcal_mol": 25.44,
  "smiles": "PC(Cl)=C(Cl)Cl.P",
  "gap_ev": 9.861,
  "largest_force_ev_per_a": 2.52,
  "species": ["Cl", "Cl", "Cl", "P", "P", "C", "C", "H", "H", "H", "H", "H"],
  "positions_angstrom": [[-0.074, 1.490, 2.952], [-1.773, 1.349, 0.746], [1.377, -1.117, 2.164], [0.476, 0.930, -2.421], [-0.363, -1.569, -0.293], [-0.558, 0.602, 1.560], [0.039, -0.563, 1.220], [0.892, -2.150, -0.497], [-0.465, -2.914, 0.385], [1.085, 0.888, -1.029], [-0.851, 0.783, -2.136], [0.215, 2.270, -2.650]]
}



{
  "formula": "C2H5ClFN",
  "method": "ωB97M-V/def2-TZVPD",
  "homo_ev": -10.17,
  "relative_energy_kcal_mol": 17.00,
  "smiles": "NC[C@@H](F)Cl",
  "gap_ev": 11.031,
  "largest_force_ev_per_a": 5.23,
  "species": ["Cl", "F", "N", "C", "C", "H", "H", "H", "H", "H"],
  "positions_angstrom": [[0.433, -0.717, 1.266], [0.017, -1.327, -1.204], [-0.352, 2.193, -0.255], [-0.004, 0.949, -0.794], [-0.423, -0.416, -0.213], [1.105, 0.753, -1.027], [-1.499, -0.555, 0.036], [-0.369, 0.951, -1.908], [-0.458, 2.253, 0.686], [-1.268, 2.176, -0.659]]
}



{
  "formula": "C2H5ClN2",
  "method": "ωB97M-V/def2-TZVPD",
  "homo_ev": -9.71,
  "relative_energy_kcal_mol": 2.58,
  "smiles": "[H]/N=C(\\N)CCl",
  "gap_ev": 10.505,
  "largest_force_ev_per_a": 2.70,
  "species": ["Cl", "N", "N", "C", "C", "H", "H", "H", "H", "H"],
  "positions_angstrom": [[2.497, 0.097, -0.422], [-1.043, -1.035, -0.568], [-0.628, 1.249, -0.214], [-0.337, -0.094, -0.063], [1.015, -0.632, 0.362], [0.989, -1.693, 0.107], [-2.026, -0.743, -0.782], [1.117, -0.504, 1.459], [0.021, 1.882, 0.278], [-1.604, 1.472, -0.159]]
}



{
  "formula": "C2H5ClN3O",
  "method": "ωB97M-V/def2-TZVPD",
  "homo_ev": -14.82,
  "relative_energy_kcal_mol": 10.41,
  "smiles": "N[C@H]1[NH+]=C(Cl)NO1",
  "gap_ev": 10.513,
  "charge": 1,
  "largest_force_ev_per_a": 6.96,
  "species": ["Cl", "O", "N", "N", "N", "C", "C", "H", "H", "H", "H", "H"],
  "positions_angstrom": [[-3.713, -0.290, 0.027], [-0.239, 1.314, 0.161], [1.333, -0.479, 0.161], [-1.609, 1.435, -0.023], [-1.104, -0.718, -0.192], [0.205, 0.048, -0.413], [-2.101, 0.185, -0.136], [1.414, -0.405, 1.193], [2.128, -0.090, -0.326], [-1.890, 2.319, 0.062], [-1.265, -1.756, -0.481], [0.267, 0.057, -1.557]]
}



{
  "formula": "C2H5ClNO2S",
  "method": "ωB97M-V/def2-TZVPD",
  "homo_ev": [-4.59, -4.19],
  "relative_energy_kcal_mol": 48.18,
  "gap_ev": [7.275, 6.736],
  "charge": -1,
  "largest_force_ev_per_a": 1.53,
  "species": ["Cl", "S", "O", "O", "N", "C", "C", "H", "H", "H", "H", "H"],
  "positions_angstrom": [[-2.803, -2.489, -0.230], [-2.561, 1.119, -0.128], [-3.957, 1.228, 0.264], [-2.275, 1.635, -1.476], [-1.959, -0.282, 0.296], [0.260, 0.331, -0.701], [-0.551, -0.486, 0.305], [-0.114, 0.164, -1.708], [0.182, 1.394, -0.482], [-0.164, -0.303, 1.320], [1.310, 0.035, -0.653], [-0.406, -1.549, 0.103]]
}



{
  "formula": "C2H5ClO2S2",
  "method": "ωB97M-V/def2-TZVPD",
  "homo_ev": [-6.76, -10.42],
  "s2": 2.006,
  "gap_ev": [7.127, 8.460],
  "largest_force_ev_per_a": 5.32,
  "spin_multiplicity": 3,
  "species": ["Cl", "S", "S", "O", "O", "C", "C", "H", "H", "H", "H", "H"],
  "positions_angstrom": [[-2.076, 1.807, -1.610], [3.338, -2.521, 0.275], [-1.085, 0.513, -0.499], [-1.744, -0.785, -0.666], [0.263, 0.587, -1.020], [-1.150, 1.135, 1.076], [2.182, -1.640, -0.422], [2.319, -1.313, -1.504], [-0.178, 1.549, 1.221], [-2.065, 1.692, 1.321], [-1.122, 0.219, 1.673], [1.319, -1.243, 0.153]]
}



{
  "formula": "C2H5ClO3",
  "method": "ωB97M-V/def2-TZVPD",
  "homo_ev": -8.32,
  "relative_energy_kcal_mol": 81.63,
  "gap_ev": 7.355,
  "largest_force_ev_per_a": 3.35,
  "species": ["Cl", "O", "O", "O", "C", "C", "H", "H", "H", "H", "H"],
  "positions_angstrom": [[1.545, 1.303, 0.283], [1.182, -1.198, 0.625], [-0.809, 0.970, -1.405], [-1.084, 0.781, 1.473], [0.668, -0.176, 0.052], [-0.242, -0.136, -1.143], [-1.505, -0.136, 1.392], [0.370, -0.490, -1.969], [-1.035, -0.902, -0.901], [2.002, -1.148, 1.136], [-1.092, 1.132, 0.458]]
}